[1]
A structure of composition C43H66BN7O3PbS2. Source: the OMol25 dataset; level of theory: the ωB97M-V functional and the def2-TZVPD basis.

CARTESIAN COORDINATES (ANGSTROEM)
1 Pb -0.0830 0.3786 -1.4798
2 C 4.9011 -1.1185 0.1022
3 C 3.5466 -1.1481 -0.6119
4 C 3.5401 -0.0943 -1.7223
5 C 2.4080 -1.1329 0.3834
6 C 2.5332 -1.4468 1.7388
7 C 1.2523 -1.4791 2.2526
8 C 0.9512 -1.6512 3.7194
9 C 0.3984 -0.3531 4.3172
10 C 0.1268 -2.8794 4.0946
11 N 0.4003 -1.1959 1.2462
12 N 1.1130 -0.9803 0.0975
13 B -1.1694 -1.2439 1.2538
14 N -1.7348 0.2080 1.3424
15 N -1.2441 1.1423 0.4730
16 C -1.7659 2.3243 0.7995
17 C -2.6033 2.1511 1.8970
18 C -2.5621 0.8092 2.2256
19 C -3.4251 0.2719 3.3491
20 C -4.8785 0.1831 2.8612
21 C -3.0254 -0.9940 4.0940
22 C -1.4846 3.6762 0.1907
23 C -0.9661 3.7069 -1.2413
24 C -0.5382 4.4554 1.1097
25 N -1.7358 -1.9862 -0.0002
26 N -1.5472 -1.5236 -1.2784
27 C -2.2314 -2.3168 -2.1039
28 C -2.8479 -3.3177 -1.3557
29 C -2.5040 -3.0986 -0.0407
30 C -3.0408 -3.9615 1.0723
31 C -4.3631 -3.3876 1.5927
32 C -2.0719 -4.3359 2.1909
33 C -2.3424 -2.2993 -3.6125
34 C -2.1711 -0.9492 -4.2934
35 C -1.4573 -3.3564 -4.2726
36 H 5.6978 -1.0050 -0.6330
37 H 5.0955 -2.0340 0.6589
38 H 4.9587 -0.2761 0.7934
39 H 3.4708 -2.1358 -1.0823
40 H 4.0818 0.7984 -1.4101
41 H 2.5471 0.2039 -2.0447
42 H 4.0625 -0.4891 -2.5952
43 H 3.4343 -1.6327 2.2937
44 H 1.9423 -1.8045 4.1572
45 H -0.4619 0.0161 3.7571
46 H 1.1584 0.4274 4.3045
47 H 0.0962 -0.5051 5.3539
48 H -0.9288 -2.7503 3.8679
49 H 0.2177 -3.0621 5.1653
50 H 0.4818 -3.7651 3.5685
51 H -1.5158 -1.8394 2.2172
52 H -3.1656 2.9174 2.4036
53 H -3.3879 1.0777 4.0895
54 H -4.9844 -0.5723 2.0807
55 H -5.2184 1.1345 2.4534
56 H -5.5345 -0.0918 3.6868
57 H -3.0841 -1.8867 3.4765
58 H -3.7179 -1.1266 4.9256
59 H -2.0227 -0.9270 4.5103
60 H -2.4539 4.1882 0.2114
61 H -0.0245 3.1675 -1.3353
62 H -0.7643 4.7420 -1.5222
63 H -1.6766 3.3002 -1.9544
64 H 0.4493 3.9932 1.0803
65 H -0.8953 4.4631 2.1387
66 H -0.4505 5.4864 0.7687
67 H -3.4545 -4.1242 -1.7319
68 H -3.2889 -4.8913 0.5520
69 H -4.2439 -2.3462 1.8884
70 H -4.7218 -3.9522 2.4541
71 H -5.1280 -3.4222 0.8168
72 H -2.0624 -3.5940 2.9872
73 H -1.0527 -4.4504 1.8213
74 H -2.3804 -5.2829 2.6331
75 H -3.3730 -2.6307 -3.7833
76 H -1.1967 -0.5041 -4.0800
77 H -2.9391 -0.2440 -3.9935
78 H -2.2404 -1.0768 -5.3738
79 H -0.4227 -3.0434 -4.2614
80 H -1.7681 -3.4834 -5.3098
81 H -1.5438 -4.3198 -3.7709
82 O 1.2200 -1.5004 -3.3204
83 N 2.0355 -2.4445 -3.5414
84 C 2.8474 -2.3568 -4.6381
85 C 3.7780 -3.3129 -4.9157
86 C 3.9259 -4.4221 -4.0665
87 C 3.1097 -4.5224 -2.9787
88 C 2.1144 -3.5534 -2.6880
89 S 1.0549 -3.7064 -1.4059
90 H 2.6799 -1.4709 -5.2298
91 H 4.3948 -3.1922 -5.7940
92 H 4.6668 -5.1795 -4.2726
93 H 3.1761 -5.3564 -2.2966
94 C 5.6315 7.4916 -0.3789
95 C 4.9829 6.1513 -0.1796
96 C 5.7028 5.0866 0.3591
97 C 5.1050 3.8553 0.5678
98 C 3.7650 3.6921 0.2475
99 C 3.0304 4.7258 -0.3084
100 C 3.6477 5.9498 -0.5175
101 S 2.9962 2.1099 0.5171
102 C 2.6200 2.3006 2.2581
103 O 1.6839 2.1503 -0.2148
104 H 6.6977 7.3895 -0.5747
105 H 5.5171 8.1087 0.5141
106 H 5.1791 8.0288 -1.2112
107 H 6.7482 5.2215 0.6043
108 H 5.6807 3.0285 0.9647
109 H 1.9992 4.5594 -0.5864
110 H 3.0829 6.7628 -0.9574
111 H 2.0772 3.2271 2.4315
112 H 3.5668 2.3031 2.7963
113 H 2.0282 1.4343 2.5438
114 C -4.2696 0.3115 -1.0815
115 C -3.7632 1.2615 -2.1303
116 C -4.7819 2.0243 -2.9231
117 O -2.5740 1.3756 -2.3677
118 H -5.2301 0.6276 -0.6765
119 H -3.5367 0.1907 -0.2900
120 H -4.4080 -0.6639 -1.5586
121 H -5.4827 1.3240 -3.3832
122 H -4.3007 2.6279 -3.6874
123 H -5.3673 2.6584 -2.2549

The spin multiplicity is 2. The energy above the lowest of the compared OMol25 structures with the same formula, charge and spin is 24.7 kcal/mol. For the electronic energy, the calculation gives -3301.066131 hartree. The net charge is +1. Its lowest unoccupied orbital energy (alpha / beta) is -1.91 / -4.43 eV. The value obtained for the HOMO energy (alpha / beta) is -10.767 / -10.817 eV. The calculation puts the largest force on an atom at 0.48 eV/Å.

***

[2]
The molecule C6H15NO2. Source: the OMol25 dataset; level of theory: the ωB97M-V functional and the def2-TZVPD basis.

CARTESIAN COORDINATES (ANGSTROEM)
1 C -2.2945 -0.1916 -0.4015
2 C -0.6469 -0.3616 -0.5614
3 C -0.2937 0.0885 -1.9752
4 C -0.0172 0.4097 0.5847
5 C -0.3966 -0.0922 1.9811
6 O -0.2950 1.7855 0.4810
7 N 1.5935 0.2933 0.5126
8 C 2.1689 -1.0203 0.2657
9 O 2.1122 1.1367 -0.5569
10 H -2.6482 0.6503 -1.0026
11 H -2.7398 -1.1108 -0.7927
12 H -2.6568 -0.0560 0.6169
13 H -0.4546 -1.4315 -0.4422
14 H -0.5001 1.1536 -2.1163
15 H 0.7625 -0.0802 -2.1995
16 H -0.8760 -0.4732 -2.7127
17 H -0.4135 -1.1837 2.0359
18 H 0.3264 0.2758 2.7189
19 H -1.3682 0.2939 2.3036
20 H 0.1627 2.1909 1.2389
21 H 1.7503 -1.7644 0.9502
22 H 2.0212 -1.3732 -0.7620
23 H 3.2506 -0.9943 0.4457
24 H 1.4528 1.8550 -0.6124

The energy above the lowest of the compared OMol25 structures with the same formula, charge and spin is 71.3 kcal/mol. For the electronic energy, the calculation gives -442.767650 hartree. The net charge is 0. Its lowest unoccupied orbital energy is 0.82 eV. The value obtained for the HOMO energy is -8.111 eV. The calculation puts the largest force on an atom at 3.40 eV/Å.

***

[3]
The molecule C5H8Cl2Si. Source: the OMol25 dataset; level of theory: the ωB97M-V functional and the def2-TZVPD basis.

CARTESIAN COORDINATES (ANGSTROEM)
1 Cl -3.0209 1.2961 0.0717
2 C -1.3548 0.8302 -0.0214
3 Si 0.0471 1.9952 0.3822
4 C 1.4714 0.7567 0.4344
5 C 0.8788 -0.7464 0.5838
6 C 0.2103 -1.1341 -0.7477
7 C -1.2090 -0.4331 -0.7091
8 Cl -2.2963 -2.2140 -0.0132
9 H -0.0251 3.4459 0.7684
10 H 2.3040 1.0748 1.1399
11 H 2.1437 0.6502 -0.4650
12 H 0.2469 -0.7806 1.5366
13 H 1.7873 -1.3767 0.8466
14 H -0.0626 -2.2594 -0.6680
15 H 0.8375 -0.7270 -1.5166
16 H -1.9584 -0.3778 -1.6227

The energy above the lowest of the compared OMol25 structures with the same formula, charge and spin is 132.0 kcal/mol. For the electronic energy, the calculation gives -1405.062677 hartree. The net charge is 0. Its lowest unoccupied orbital energy (alpha / beta) is -1.14 / -1.14 eV. The value obtained for the HOMO energy (alpha / beta) is -8.153 / -8.152 eV. The calculation puts the largest force on an atom at 3.86 eV/Å.

***

Q: Which of these has the highest energy above the lowest of the compared OMol25 structures with the same formula, charge and spin?
A: C5H8Cl2Si